C28H35BN14O2OsPS as an isolated structure, computed with the ωB97M-V functional and the def2-TZVPD basis.

The geometry in XYZ format:
```
83
Properties=species:S:1:pos:R:3:mulliken_spin:R:1
Os 0.3200 1.2523 0.6213 2.926
B -2.0162 3.9559 0.6050 -0.023
N -1.5089 3.2773 1.9272 0.001
C -1.8312 3.7705 3.1105 0.061
C -1.1656 3.0589 4.1150 0.029
C -0.4397 2.1180 3.4409 0.022
N -0.6459 2.2377 2.0966 -0.083
N -1.6614 3.1244 -0.6813 0.026
C -2.0883 3.4858 -1.8770 0.058
C -1.6890 2.5357 -2.8259 0.019
C -0.9990 1.6059 -2.0993 0.010
N -0.9763 1.9550 -0.7786 -0.156
H -1.5180 5.0440 0.5001 -0.001
H -3.2085 4.0437 0.6744 0.000
H -2.5136 4.6025 3.1825 0.000
H -1.2129 3.2239 5.1768 0.001
H 0.2219 1.3716 3.8417 -0.009
H -2.6588 4.3929 -1.9985 0.001
H -1.8817 2.5493 -3.8841 0.001
H -0.5201 0.6986 -2.4235 -0.002
O 3.6656 1.8983 3.2184 0.017
S 3.3915 1.4823 1.8855 -0.022
O 4.2636 0.5912 1.1808 0.018
N 1.8615 0.6610 1.9327 0.286
C 1.7526 -0.3969 2.7411 0.177
C 2.7620 -0.9017 3.6009 0.174
C 2.4850 -1.9278 4.4940 -0.021
C 1.2186 -2.4695 4.5884 0.264
C 0.1787 -2.0310 3.7177 -0.031
C -1.1324 -2.5373 3.7766 0.026
C -2.0737 -2.0763 2.8870 -0.014
C -1.6901 -1.1289 1.9347 -0.012
N -0.4662 -0.6313 1.8698 0.122
C 0.4561 -1.0459 2.7604 0.002
C 3.0150 2.8504 0.8626 0.060
C 1.9937 3.7309 1.2302 0.009
C 1.7178 4.8115 0.4030 -0.007
C 2.4794 5.0195 -0.7412 0.008
C 3.5335 4.1695 -1.0574 0.020
C 3.8078 3.0689 -0.2582 0.034
H 3.7507 -0.4688 3.5945 -0.004
H 3.2736 -2.2849 5.1417 0.006
H 0.9998 -3.2302 5.3269 -0.002
H -1.3912 -3.2692 4.5319 0.003
H -3.0960 -2.4258 2.9192 0.001
H -2.4018 -0.7480 1.2107 -0.001
H 1.5090 3.6402 2.1938 0.009
H 0.9396 5.5109 0.6765 0.001
H 2.2794 5.8796 -1.3666 0.000
H 4.1516 4.3697 -1.9224 0.001
H 4.6325 2.4056 -0.4809 0.000
C -1.3156 -4.6817 -3.3773 -0.001
N -2.1019 -4.6457 -2.0515 0.000
C -3.5160 -4.1147 -2.3615 0.000
N -3.4413 -2.8523 -2.9981 0.000
C -2.6690 -2.9359 -4.2360 0.000
N -1.3068 -3.3995 -3.9781 0.000
C -0.5079 -2.4170 -3.2500 0.003
P -1.2043 -2.0071 -1.5648 0.014
C -1.4062 -3.7878 -1.0349 0.002
C -2.9725 -1.7824 -2.1201 0.001
H -1.8243 -5.4067 -4.0125 0.000
H -0.3105 -5.0321 -3.1454 0.000
H -2.1796 -5.5981 -1.6899 0.000
H -4.0536 -4.0629 -1.4152 0.000
H -3.9817 -4.8552 -3.0118 0.000
H -2.6322 -1.9533 -4.7025 0.000
H -3.1600 -3.6267 -4.9218 0.000
H -0.4492 -1.5066 -3.8503 0.001
H 0.5114 -2.7926 -3.1317 0.000
H -1.9775 -3.8342 -0.1062 0.002
H -0.4240 -4.2235 -0.8450 0.000
H -3.0600 -0.8297 -2.6461 0.001
H -3.6222 -1.7206 -1.2437 0.000
N 4.1632 -1.6692 -1.4974 0.007
N 3.2244 -0.6799 -1.4557 0.011
N 3.2076 0.3033 -2.3384 -0.004
C 2.1404 0.9787 -1.9597 0.016
N 1.5520 0.4046 -0.8981 -0.079
N 2.2777 -0.6773 -0.5914 0.025
H 4.9081 -1.3898 -2.1255 0.000
H 4.4748 -1.8884 -0.5579 0.001
H 1.7824 1.8641 -2.4578 -0.006
```

## Properties
LUMO energy (spin up / spin down) = -0.3046 / -0.3766 Ha
2S+1 = 5
HOMO energy (spin up / spin down) = -16.28 / -16.26 eV
gap between HOMO and LUMO (spin up / spin down) = 7.987 / 6.014 eV
charge = +3



A 3-piece molecular cluster, C23H56N7O6P2S overall, computed with the ωB97M-V functional and the def2-TZVPD basis.

The geometry in XYZ format:
```
95
Properties=species:S:1:pos:R:3:mulliken_charge:R:1
C -0.4947 0.2859 2.8446 -0.942
C 0.6342 0.8316 2.0240 0.633
O 1.1799 1.8582 2.2597 -0.471
O 1.0791 0.0654 0.9080 -0.228
C 1.9878 -0.8962 1.1154 0.584
O 2.6354 -1.3213 0.2075 -0.546
C 2.1449 -1.4773 2.5116 -0.887
S 3.5523 -2.6080 2.5420 0.116
C 3.1019 -3.8174 3.8317 -0.732
C 4.3006 -4.2714 4.6605 -0.991
C 4.9669 -3.0690 5.3712 -0.348
C 5.4979 -3.4796 6.7340 -1.174
N 6.4026 -2.4966 7.3523 0.057
C 6.2564 -2.5100 8.8243 -0.990
C 6.1516 -1.1546 6.8781 0.723
C 7.1006 -0.6391 5.8181 -1.249
O 5.2637 -0.4645 7.3208 -0.541
H -0.1094 -0.2757 3.6943 0.304
H -1.0383 -0.4377 2.2356 0.315
H -1.1375 1.0926 3.1737 0.345
H 1.2682 -2.0811 2.7481 0.508
H 2.2830 -0.7332 3.2942 0.674
H 4.5471 -1.8600 3.0502 0.277
H 2.4168 -3.2887 4.4947 0.521
H 2.5617 -4.6105 3.3203 0.543
H 3.9028 -4.9442 5.4183 0.451
H 5.0487 -4.7471 4.0301 0.376
H 4.2265 -2.2675 5.4475 0.544
H 5.7971 -2.7284 4.7498 0.405
H 6.0544 -4.4097 6.5834 0.318
H 4.6761 -3.7189 7.4176 0.388
H 6.7759 -3.3890 9.2009 0.337
H 6.7247 -1.6160 9.2219 0.375
H 5.2092 -2.5601 9.1275 0.339
H 7.9064 -1.3487 5.6622 0.336
H 6.5278 -0.4836 4.9047 0.217
H 7.5137 0.3068 6.1590 0.419
O -3.9153 -3.2381 0.2455 -0.838
P -3.5998 -2.2730 -0.8571 0.795
N -5.1684 -1.9130 -1.4597 0.016
C -5.4606 -1.3521 -2.7681 -0.766
C -6.0892 -1.3528 -0.4719 -1.093
N -2.7423 -3.3447 -1.9180 0.304
C -3.3126 -3.7646 -3.1872 -1.143
C -2.1016 -4.4766 -1.2592 -1.112
N -2.8826 -0.8696 -1.6629 0.388
C -1.5044 -0.9599 -2.1813 -0.932
C -2.8754 0.3260 -0.7979 -0.605
H -5.1656 -0.3001 -2.8695 0.256
H -6.5369 -1.4104 -2.9404 0.387
H -5.0028 -1.9133 -3.5747 0.140
H -5.9579 -0.2684 -0.3461 0.326
H -5.9496 -1.8250 0.4999 0.324
H -7.1232 -1.5313 -0.7700 0.356
H -4.2996 -4.2295 -3.0776 0.326
H -2.6471 -4.4829 -3.6692 0.413
H -3.3784 -2.9294 -3.8868 0.278
H -2.8000 -5.2928 -1.0428 0.322
H -1.6430 -4.1745 -0.3181 0.292
H -1.3046 -4.8645 -1.8993 0.380
H -0.7885 -1.3228 -1.4378 0.240
H -1.1783 0.0279 -2.5112 0.243
H -1.4456 -1.5979 -3.0571 0.269
H -2.1711 0.2188 0.0367 0.092
H -3.8656 0.5069 -0.3723 0.326
H -2.6070 1.2208 -1.3592 -0.132
O -3.5352 3.9289 -4.7411 -0.853
P -2.1499 4.2917 -4.3236 0.672
N -1.7185 5.5104 -5.4428 0.070
C -0.3625 5.9481 -5.7182 -0.752
C -2.6264 6.6558 -5.4797 -1.128
N -1.3309 2.8034 -4.6821 0.527
C -0.3374 2.7198 -5.7386 -1.200
C -2.1931 1.6282 -4.7099 -1.261
N -1.0029 4.7157 -3.0815 0.167
C -0.4284 3.6453 -2.2509 -0.828
C -1.6124 5.7010 -2.1495 -0.946
H 0.0879 6.5176 -4.8945 0.263
H -0.3745 6.5940 -6.5981 0.381
H 0.2994 5.1259 -5.9660 0.136
H -2.4064 7.3887 -4.6907 0.341
H -3.6602 6.3341 -5.3628 0.326
H -2.5546 7.1666 -6.4409 0.363
H -0.7196 3.0525 -6.7115 0.334
H 0.0055 1.6883 -5.8409 0.397
H 0.5585 3.2899 -5.4845 0.314
H -2.7377 1.5243 -5.6552 0.350
H -2.9248 1.6631 -3.9033 0.358
H -1.5938 0.7262 -4.5640 0.298
H -1.1871 2.9850 -1.8199 0.183
H 0.1331 4.1019 -1.4326 0.468
H 0.2789 3.0459 -2.8148 0.243
H -2.4217 5.2585 -1.5603 0.344
H -2.0245 6.5484 -2.7001 0.224
H -0.8600 6.0926 -1.4662 0.352
```

## Properties
LUMO energy = -0.1292 Ha
HOMO energy = -9.90 eV
gap between HOMO and LUMO = 6.381 eV
charge = +1



One molecule with the formula C6H10, computed with the ωB97M-V functional and the def2-TZVPD basis.

The geometry in XYZ format:
```
16
Properties=species:S:1:pos:R:3:mulliken_charge:R:1
C -1.8883 1.3390 1.3869 -0.933
C -1.2931 1.6081 0.0226 -0.278
C -0.6086 0.7014 -0.6265 0.042
C 0.0124 -0.2826 -1.2253 -0.403
C 1.4690 -0.6492 -1.0476 -0.376
C 1.6273 -1.6301 0.1198 -1.038
H -1.2813 0.6126 1.9344 0.284
H -1.9540 2.2533 1.9838 0.309
H -2.9000 0.9267 1.2981 0.263
H -1.4781 2.5799 -0.4363 0.334
H -0.5937 -0.9590 -1.8297 0.324
H 2.0741 0.2464 -0.8703 0.297
H 1.8437 -1.1096 -1.9697 0.276
H 0.9745 -2.4996 -0.0160 0.302
H 2.6575 -1.9894 0.2152 0.331
H 1.3386 -1.1480 1.0604 0.267
```

## Properties
LUMO energy = 0.0413 Ha
energy relative to the best compared isomer or geometry (same formula, charge and spin) = 129.6 kJ/mol
HOMO energy = -9.26 eV
SMILES string = CC=C=CCC
gap between HOMO and LUMO = 10.382 eV
charge = 0



C21H24N4O4 as an isolated structure, computed with the ωB97M-V functional and the def2-TZVPD basis.

The geometry in XYZ format:
```
53
Properties=species:S:1:pos:R:3:mulliken_charge:R:1
C -8.9760 -3.2059 0.1549 -0.900
H -9.9450 -3.4070 0.0400 0.287
O -8.7270 -1.7230 -0.0941 -0.458
C -7.5723 -1.3181 -0.0926 1.017
C -7.5197 -0.0797 -0.3569 -0.341
C -6.3794 0.6559 -0.1654 -0.236
C -5.2409 -0.1185 0.0771 0.429
C -5.2519 -1.3520 -0.0739 -1.027
C -6.5053 -1.9933 -0.0343 -0.454
H -6.4318 -3.1370 0.1606 0.209
H -4.3758 -1.7386 0.1654 0.551
O -3.9896 0.6348 -0.1892 -0.223
C -3.7149 1.7496 -0.3372 -0.505
C -2.2350 2.4239 -0.1573 0.189
O -1.9549 3.4855 -0.4443 -0.530
N -1.4961 1.2571 0.1010 -0.127
C 0.0099 1.0923 0.1075 0.363
C 0.5288 -0.0409 0.3150 -0.981
C 2.0544 0.0663 0.2519 1.026
N 2.7600 -1.0623 0.6087 -0.744
C 3.9494 -0.6178 0.4115 0.350
N 3.9098 0.8387 0.4868 0.062
C 2.7125 1.2571 0.2732 0.634
C 2.0578 2.4304 0.2145 -0.952
C 0.7428 2.5931 -0.2816 -1.446
H 0.3241 3.3865 -0.1862 0.908
H 2.7139 3.1012 -0.0323 0.572
C 5.1988 1.7898 0.2846 -1.320
H 6.0105 1.0403 0.2895 0.367
H 5.0875 2.2994 -0.4332 0.596
H 5.2290 2.2991 1.2036 0.389
C 5.1939 -1.4602 0.5182 -0.596
H 5.9772 -0.8775 1.3010 0.273
H 4.9325 -2.5098 1.0885 0.196
C 5.8395 -1.7531 -0.7274 -1.114
N 7.2805 -1.9381 -0.5708 -0.071
C 8.2661 -1.2557 -0.5298 0.908
O 8.0439 -0.0452 -0.0284 -0.684
C 9.5786 -1.8616 -0.1705 -1.689
H 10.2350 -1.0029 0.0102 0.317
H 9.6824 -2.6046 0.8663 0.243
H 9.6911 -2.4547 -0.8091 0.685
H 7.3151 -3.1719 -0.5048 0.356
H 5.8471 -0.8934 -1.2714 0.476
H 5.1901 -2.3622 -1.3619 0.473
H 0.1329 -0.9520 0.2965 0.512
H -1.7988 0.2790 0.0993 0.078
H -4.0236 2.1391 -1.1377 0.651
H -4.2128 2.5608 0.4879 0.241
H -6.4345 1.8817 -0.2765 0.189
H -8.4344 0.7074 -0.3504 0.168
H -8.5964 -3.5169 0.9720 0.389
H -8.3561 -3.6818 -0.8519 0.293
```

## Properties
LUMO energy = 0.0061 Ha
energy relative to the best compared isomer or geometry (same formula, charge and spin) = 2274.5 kJ/mol
HOMO energy = -7.44 eV
gap between HOMO and LUMO = 7.602 eV
charge = 0



Looking at DFT total energy for the records above, in order, we have -2859.13391, -2825.23928, -234.55316, -1333.85116 a.u..
Looking at maximum force for the records above, in order, we have 0.50, 6.31, 0.21, 17.99 eV/A.